1.
Computed, not measured: a molecular structure, C45H38BrClIN6O4PPb, with ωB97M-V/def2-TZVPD.

## Properties
gap between HOMO and LUMO: 0.26096 Ha
E_HOMO: -6.9 eV
ΔE to the lowest compared entry with this formula, charge and spin: 0.0 kcal/mol
E: -6233.3939 Eh
F_max: 0.4 eV Å⁻¹

```
98
C45H38BrClIN6O4PPb (ωB97M-V/def2-TZVPD)
Pb -0.122 1.057 0.478
Cl 3.417 3.892 6.372
C 2.309 3.026 5.336
C 1.348 2.231 5.890
C 0.443 1.524 5.086
I -0.992 0.319 5.993
C 0.445 1.578 3.685
O -0.379 0.953 2.934
C 1.496 2.423 3.124
N 1.569 2.477 1.771
C 2.489 3.199 1.177
C 3.423 3.958 1.900
C 3.381 3.927 3.266
C 2.413 3.141 3.931
H 1.290 2.145 6.967
H 2.495 3.171 0.089
H 4.158 4.556 1.375
H 4.087 4.497 3.855
N -4.562 2.771 0.001
C -5.132 1.548 0.275
C -4.103 0.747 0.661
N -2.918 1.452 0.629
C -3.229 2.656 0.228
C -2.251 3.728 0.077
N -0.977 3.609 0.368
C -0.414 4.838 0.115
C -1.360 5.703 -0.333
N -2.534 4.982 -0.347
H -5.057 3.584 -0.318
H -6.187 1.367 0.162
H -4.142 -0.283 0.974
H 0.637 5.023 0.266
H -1.313 6.736 -0.626
H -3.419 5.324 -0.677
Br 2.646 -1.059 -5.988
C 1.209 0.113 -5.565
C 0.355 0.526 -6.576
C -0.714 1.351 -6.246
C -0.927 1.733 -4.929
C -0.049 1.328 -3.935
C 1.036 0.517 -4.255
C -0.282 1.707 -2.489
O -1.461 1.772 -2.086
O 0.750 1.872 -1.776
H 0.524 0.212 -7.597
H -1.387 1.683 -7.027
H -1.783 2.338 -4.655
H 1.714 0.208 -3.471
O 0.124 -1.799 0.481
P -1.050 -2.627 0.080
C -0.679 -4.393 0.035
C 0.179 -4.865 1.032
C 0.446 -6.222 1.134
C -0.141 -7.113 0.242
C -0.990 -6.648 -0.751
C -1.262 -5.289 -0.855
C -1.709 -2.206 -1.536
C -2.869 -1.456 -1.706
C -3.272 -1.080 -2.981
C -2.524 -1.455 -4.086
C -1.352 -2.187 -3.925
C -0.940 -2.553 -2.655
C -2.368 -2.484 1.300
C -3.618 -3.083 1.129
C -4.571 -2.990 2.131
C -4.271 -2.316 3.313
C -3.026 -1.731 3.491
C -2.070 -1.810 2.485
H 0.643 -4.159 1.711
H 1.110 -6.586 1.908
H 0.064 -8.173 0.323
H -1.440 -7.343 -1.449
H -1.920 -4.929 -1.636
H -3.446 -1.142 -0.845
H -4.162 -0.478 -3.107
H -2.840 -1.160 -5.078
H -0.755 -2.458 -4.787
H -0.015 -3.102 -2.523
H -3.841 -3.623 0.215
H -5.542 -3.449 1.998
H -5.018 -2.246 4.094
H -2.792 -1.201 4.406
H -1.103 -1.335 2.614
C 5.570 -1.441 -0.011
C 5.087 -0.037 0.368
C 5.633 1.008 -0.614
C 5.495 0.312 1.805
C 3.610 -0.004 0.298
N 2.465 0.060 0.259
H 6.659 -1.473 0.057
H 5.276 -1.694 -1.030
H 5.156 -2.191 0.664
H 6.721 1.044 -0.529
H 5.233 1.998 -0.392
H 5.370 0.753 -1.641
H 6.583 0.372 1.864
H 5.149 -0.451 2.503
H 5.075 1.272 2.111
```

---

2.
Computed, not measured: a molecular structure, C45H38N5O3SSiTi, with ωB97M-V/def2-TZVPD.

## Properties
gap between HOMO and LUMO: 0.26952 Ha
E_HOMO: -10.7 eV
charge: +1
ΔE to the lowest compared entry with this formula, charge and spin: 0.0 kcal/mol
E: -3774.3057 Eh
F_max: 0.2 eV Å⁻¹

```
94
C45H38N5O3SSiTi (ωB97M-V/def2-TZVPD)
Ti -0.385 -0.146 -0.103
C 0.681 4.134 5.479
C 0.322 3.499 4.163
C 0.456 4.191 2.963
C 0.173 3.589 1.750
C -0.277 2.271 1.690
N -0.556 1.634 0.489
C -0.015 2.135 -0.726
C -0.854 2.618 -1.734
C -0.320 3.062 -2.928
C 1.057 3.029 -3.159
C 1.615 3.485 -4.476
C 1.897 2.517 -2.172
C 1.368 2.070 -0.978
N 2.193 1.461 0.000
C 3.390 1.846 0.490
C 3.751 0.934 1.450
C 2.693 0.012 1.482
N 1.761 0.332 0.600
C -0.438 1.583 2.894
C -0.123 2.186 4.104
N -0.969 0.259 2.911
C -1.739 -0.265 3.884
C -1.952 -1.593 3.598
C -1.275 -1.807 2.403
N -0.666 -0.695 1.986
H 0.625 5.219 5.417
H 0.014 3.804 6.275
H 1.699 3.871 5.772
H 0.793 5.221 2.975
H 0.281 4.148 0.828
H -1.920 2.650 -1.542
H -0.978 3.439 -3.701
H 1.197 4.451 -4.757
H 2.699 3.570 -4.444
H 1.353 2.775 -5.262
H 2.959 2.417 -2.357
H 3.874 2.740 0.132
H 4.644 0.934 2.048
H 2.568 -0.862 2.102
H -0.212 1.615 5.020
H -2.085 0.349 4.697
H -2.540 -2.303 4.151
H -1.224 -2.710 1.820
O -2.049 -0.625 -0.467
Si -3.711 -0.560 -0.588
C -4.115 -1.287 -2.249
C -3.366 -0.893 -3.364
C -3.623 -1.423 -4.619
C -4.636 -2.361 -4.779
C -5.390 -2.762 -3.686
C -5.130 -2.227 -2.431
C -4.124 1.255 -0.480
C -4.689 1.955 -1.546
C -4.845 3.335 -1.491
C -4.433 4.036 -0.366
C -3.874 3.355 0.710
C -3.724 1.978 0.650
C -4.406 -1.549 0.826
C -4.060 -2.898 0.955
C -4.508 -3.660 2.022
C -5.323 -3.077 2.985
C -5.686 -1.742 2.873
C -5.230 -0.984 1.801
H -2.559 -0.176 -3.244
H -3.034 -1.110 -5.472
H -4.839 -2.776 -5.758
H -6.181 -3.490 -3.811
H -5.723 -2.551 -1.582
H -5.007 1.417 -2.432
H -5.292 3.862 -2.325
H -4.553 5.111 -0.324
H -3.557 3.899 1.591
H -3.279 1.458 1.493
H -3.427 -3.358 0.202
H -4.223 -4.701 2.105
H -5.681 -3.668 3.819
H -6.330 -1.292 3.617
H -5.529 0.055 1.722
O -1.810 -6.739 0.224
C -1.250 -5.674 0.822
O -1.245 -5.573 2.018
C -0.685 -4.606 -0.060
C 0.395 -3.882 0.408
C 0.844 -2.765 -0.297
C 0.184 -2.353 -1.458
S 0.583 -0.795 -2.171
C -0.880 -3.125 -1.952
C -1.295 -4.244 -1.269
H -1.634 -6.740 -0.725
H 0.869 -4.180 1.334
H 1.734 -2.233 0.022
H -1.399 -2.803 -2.845
H -2.148 -4.800 -1.644
```

---

3.
Computed, not measured: a molecular structure, C45H39CeN3O6PS, with ωB97M-V/def2-TZVPD.

## Properties
gap between HOMO and LUMO (spin up / spin down): 0.17099 / 0.17127 Ha
E_HOMO (spin up / spin down): -9.8 / -9.8 eV
charge: +1
ΔE to the lowest compared entry with this formula, charge and spin: 78.4 kcal/mol
E: -3568.2154 Eh
F_max: 4.7 eV Å⁻¹

```
96
C45H39CeN3O6PS (ωB97M-V/def2-TZVPD)
Ce -0.644 0.577 1.580
O -6.260 -1.353 2.631
C -5.919 -2.095 1.584
C -6.872 -2.949 1.089
C -6.619 -3.647 -0.071
C -5.384 -3.699 -0.700
C -4.351 -2.983 -0.117
C -4.582 -2.128 0.993
C -3.521 -1.168 1.459
O -2.272 -1.222 1.115
N -3.879 -0.270 2.440
N -2.940 0.678 2.619
C -3.152 1.621 3.555
C -2.277 2.770 3.762
C -2.407 3.658 4.883
C -1.361 4.527 5.164
C -0.297 4.616 4.230
C -0.248 3.739 3.157
N -1.198 2.930 2.853
H -5.478 -0.708 2.737
H -7.823 -2.979 1.611
H -7.394 -4.260 -0.522
H -5.228 -4.219 -1.650
H -3.368 -2.949 -0.526
H -3.905 1.480 4.309
H -3.318 3.495 5.492
H -1.431 5.183 6.013
H 0.616 5.210 4.407
H 0.592 3.787 2.531
O -0.552 0.122 -2.415
S 0.129 0.811 -1.317
O -0.827 1.786 -0.571
O 0.775 -0.044 -0.253
C 1.465 1.681 -1.967
C 1.027 2.954 -2.332
C 1.860 3.851 -3.063
C 3.101 3.349 -3.403
C 3.534 2.027 -3.047
C 2.767 1.257 -2.103
P 3.471 -0.181 -1.233
C 4.017 -1.271 -2.521
C 3.068 -2.305 -2.855
C 3.344 -3.030 -4.010
C 4.335 -2.602 -4.879
C 5.142 -1.538 -4.617
C 5.038 -0.945 -3.373
C 5.035 0.295 -0.656
C 5.266 1.589 -0.203
C 6.555 2.096 -0.111
C 7.669 1.278 -0.397
C 7.429 -0.030 -0.729
C 6.163 -0.614 -0.617
H -0.004 3.298 -1.990
H 1.538 4.882 -3.198
H 3.792 3.998 -3.992
H 4.512 1.676 -3.328
H 2.284 -2.543 -2.133
H 2.802 -3.940 -4.256
H 4.474 -3.207 -5.793
H 5.886 -1.290 -5.391
H 5.692 -0.153 -3.063
H 4.397 2.231 0.053
H 6.661 3.169 0.163
H 8.616 1.776 -0.209
H 8.266 -0.770 -0.845
H 5.897 -1.707 -0.670
C -5.177 0.662 -4.681
C -4.289 1.019 -3.466
C -3.917 -0.327 -2.836
O -4.743 -1.374 -3.409
C -5.669 -0.759 -4.333
H -4.477 0.573 -5.504
H -6.012 1.373 -4.922
H -4.864 1.495 -2.707
H -3.474 1.673 -3.658
H -3.970 -0.255 -1.733
H -2.931 -0.619 -3.165
H -6.656 -0.677 -3.730
H -5.885 -1.443 -5.193
C -0.391 -3.001 5.103
C -1.022 -1.718 5.168
C -0.505 -0.611 4.435
C 0.725 -0.752 3.731
C 1.295 0.288 2.961
C 2.587 0.160 2.457
C 3.191 -1.123 2.303
C 2.609 -2.173 2.989
C 1.375 -2.076 3.667
C 0.724 -3.191 4.307
H -0.823 -3.835 5.693
H -1.930 -1.650 5.797
H -0.812 0.409 4.628
H 3.170 0.987 2.038
H 4.112 -1.285 1.700
H 3.052 -3.130 2.866
H 1.001 -4.239 4.191
```

---

4.
Computed, not measured: a molecular structure, C45H39Cl2N7OSTa, with ωB97M-V/def2-TZVPD.

## Properties
gap between HOMO and LUMO: 0.25832 Ha
E_HOMO: -9.7 eV
charge: +1
ΔE to the lowest compared entry with this formula, charge and spin: 0.0 kcal/mol
E: -3572.2722 Eh
F_max: 0.6 eV Å⁻¹

```
96
C45H39Cl2N7OSTa (ωB97M-V/def2-TZVPD)
Ta 0.128 -0.092 -0.384
C 4.135 -2.875 -4.686
C 3.703 -2.120 -3.460
C 3.890 -0.743 -3.356
C 3.453 -0.026 -2.252
C 2.824 -0.682 -1.202
N 2.237 -0.043 -0.077
C 3.057 0.500 0.879
C 4.424 0.760 0.644
C 5.248 1.342 1.581
C 4.778 1.715 2.837
C 5.648 2.390 3.859
C 3.457 1.420 3.114
C 2.617 0.797 2.188
N 1.316 0.428 2.680
C 0.982 0.246 3.973
C -0.375 0.020 4.043
C -0.805 0.070 2.722
N 0.222 0.299 1.899
C 2.638 -2.060 -1.314
C 3.057 -2.777 -2.419
N 1.980 -2.711 -0.227
C 2.367 -3.844 0.381
C 1.568 -4.026 1.490
C 0.711 -2.926 1.484
N 0.952 -2.134 0.443
H 4.655 -2.221 -5.384
H 4.805 -3.697 -4.432
H 3.272 -3.297 -5.204
H 4.365 -0.215 -4.174
H 3.562 1.050 -2.210
H 4.843 0.492 -0.313
H 6.285 1.522 1.322
H 6.577 2.744 3.414
H 5.143 3.252 4.297
H 5.908 1.713 4.674
H 3.058 1.699 4.080
H 1.725 0.275 4.748
H -0.963 -0.157 4.925
H -1.795 -0.049 2.315
H 2.841 -3.838 -2.487
H 3.201 -4.409 0.002
H 1.614 -4.825 2.207
H -0.060 -2.661 2.193
S -4.182 1.788 -0.029
C -3.147 3.097 -0.350
C -1.850 2.709 -0.507
C -1.629 1.295 -0.359
C -2.849 0.705 -0.122
C -2.978 -0.726 -0.005
C -4.214 -1.365 0.064
C -4.272 -2.739 0.137
C -3.079 -3.445 0.106
C -1.896 -2.746 0.018
N -1.803 -1.403 0.001
H -3.546 4.096 -0.433
H -1.104 3.439 -0.778
H -5.117 -0.771 0.043
H -5.223 -3.250 0.194
H -3.053 -4.524 0.129
H -0.975 -3.295 -0.062
C 3.005 8.177 0.360
C 2.484 6.771 0.324
C 2.475 6.039 -0.854
C 2.000 4.736 -0.904
C 2.008 4.018 -2.218
C 1.519 4.147 0.285
C 0.962 2.812 0.340
O 0.898 2.001 -0.595
C 1.502 4.888 1.492
C 0.965 4.331 2.784
C 1.992 6.179 1.487
H 3.305 8.519 -0.629
H 3.868 8.249 1.023
H 2.245 8.859 0.744
H 2.841 6.496 -1.766
H 2.350 4.687 -3.007
H 1.019 3.646 -2.475
H 2.666 3.149 -2.186
H 0.551 2.524 1.308
H 1.467 3.402 3.061
H -0.108 4.133 2.732
H 1.123 5.046 3.588
H 1.987 6.747 2.410
Cl -0.227 -3.548 -2.710
C 0.041 -2.269 -3.854
C 0.123 -2.634 -5.188
C 0.350 -1.668 -6.154
C 0.491 -0.342 -5.779
C 0.406 0.004 -4.444
Cl 0.604 1.665 -4.010
C 0.180 -0.940 -3.429
N 0.153 -0.560 -2.109
H 0.006 -3.675 -5.454
H 0.413 -1.951 -7.195
H 0.667 0.433 -6.512
```

---

5.
Computed, not measured: a molecular structure, C45H39GeNOP2PtS, with ωB97M-V/def2-TZVPD.

## Properties
gap between HOMO and LUMO: 0.16781 Ha
E_HOMO: -0.3 eV
charge: -2
ΔE to the lowest compared entry with this formula, charge and spin: 1.7 kcal/mol
E: -5145.3271 Eh
F_max: 0.3 eV Å⁻¹

```
91
C45H39GeNOP2PtS (ωB97M-V/def2-TZVPD)
Pt 0.506 0.142 -0.050
C 2.536 1.981 1.905
C 1.108 2.383 2.252
P -0.101 1.916 0.915
C -0.315 3.569 0.077
C -0.169 3.598 -1.306
C -0.273 4.794 -2.009
C -0.520 5.980 -1.333
C -0.664 5.966 0.050
C -0.563 4.769 0.744
C -1.637 1.894 1.947
C -2.799 2.608 1.667
C -3.935 2.465 2.455
C -3.928 1.607 3.545
C -2.780 0.873 3.825
C -1.656 1.006 3.028
P 2.680 0.208 1.328
C 1.922 -0.726 2.721
C 2.236 -0.421 4.036
C 1.573 -1.005 5.112
C 0.591 -1.950 4.829
C 0.295 -2.306 3.526
C 0.930 -1.709 2.408
C 4.464 -0.047 1.798
C 4.908 -1.331 2.137
C 6.250 -1.601 2.345
C 7.202 -0.594 2.215
C 6.784 0.682 1.868
C 5.436 0.949 1.660
H 3.187 2.150 2.769
H 2.909 2.596 1.080
H 1.051 3.447 2.496
H 0.800 1.827 3.141
H 0.040 2.655 -1.805
H -0.157 4.796 -3.087
H -0.598 6.914 -1.878
H -0.858 6.889 0.585
H -0.692 4.766 1.822
H -2.825 3.280 0.817
H -4.831 3.026 2.211
H -4.814 1.495 4.160
H -2.763 0.174 4.654
H -0.788 0.381 3.225
H 3.010 0.318 4.229
H 1.815 -0.731 6.132
H 0.057 -2.436 5.640
H -0.446 -3.075 3.356
H 1.478 -2.088 0.384
H 4.179 -2.127 2.243
H 6.558 -2.606 2.612
H 8.252 -0.805 2.378
H 7.511 1.480 1.757
H 5.140 1.954 1.381
C 0.606 -2.009 1.031
Ge -0.645 -3.328 0.465
C 0.207 -5.112 0.333
C 1.083 -5.335 -0.736
C 1.803 -6.519 -0.831
C 1.671 -7.502 0.143
C 0.821 -7.289 1.218
C 0.098 -6.103 1.308
C -2.283 -3.468 1.568
C -3.037 -4.636 1.680
C -4.250 -4.650 2.359
C -4.742 -3.482 2.925
C -4.017 -2.303 2.803
C -2.801 -2.301 2.134
C -1.491 -3.029 -1.288
C -1.680 -4.061 -2.202
C -2.373 -3.851 -3.389
C -2.900 -2.600 -3.672
C -2.731 -1.563 -2.762
C -2.033 -1.777 -1.584
H 1.214 -4.575 -1.505
H 2.474 -6.668 -1.669
H 2.237 -8.425 0.068
H 0.723 -8.042 1.992
H -0.547 -5.947 2.165
H -2.683 -5.550 1.217
H -4.816 -5.572 2.436
H -5.692 -3.488 3.449
H -4.397 -1.379 3.223
H -2.242 -1.375 2.043
H -1.264 -5.044 -2.002
H -2.486 -4.663 -4.099
H -3.431 -2.429 -4.603
H -3.123 -0.576 -2.980
H -1.862 -0.948 -0.901
O 1.878 -3.090 -3.043
S 1.307 -1.718 -3.123
N 0.988 -0.948 -1.929
```